[1]
162
Properties=species:S:1:pos:R:3:lowdin_charge:R:1 method="wB97M-V/def2-TZVPD" e_homo_ev=-9.1 e_tot_ha=-2705.5161 smiles=COC[C@H](C)N.COC[C@H](C)N.COC[C@H](C)N.COC[C@H](C)N.COC[C@H](C)N.COC[C@H](C)N.CC(C)O.CC(C)O.CC(C)O.CC(C)O.CC(C)O e_above_lowest_kcal_mol=7.8 homo_lumo_gap_ha=0.3437
C -1.86 1.20 3.32 -0.11
O -2.41 0.22 2.47 -0.22
C -3.16 -0.80 3.16 -0.16
C -4.07 -1.58 2.18 -0.42
C -4.99 -2.54 2.93 -0.06
N -3.28 -2.28 1.17 0.08
H -1.17 0.80 4.09 0.09
H -2.55 1.81 3.89 0.08
H -1.29 1.92 2.71 0.09
H -2.42 -1.53 3.60 0.12
H -3.77 -0.31 3.96 0.14
H -4.69 -0.84 1.69 0.13
H -4.46 -3.42 3.27 0.07
H -5.77 -2.89 2.24 0.08
H -5.53 -2.04 3.75 0.08
H -2.45 -2.72 1.54 0.04
H -2.90 -1.56 0.56 0.04
C 2.12 1.04 3.43 -0.08
O 2.04 1.72 4.69 -0.19
C 2.51 1.02 5.78 -0.25
C 4.04 1.16 5.95 -0.46
C 4.50 0.55 7.22 -0.08
N 4.33 2.61 5.95 0.04
H 3.15 0.89 3.08 0.09
H 1.54 1.63 2.73 0.06
H 1.60 0.06 3.47 0.09
H 2.04 1.36 6.71 0.13
H 2.29 -0.06 5.78 0.12
H 4.56 0.70 5.10 0.13
H 5.59 0.67 7.24 0.09
H 4.28 -0.51 7.30 0.08
H 4.03 1.13 8.03 0.09
H 4.10 2.99 6.85 0.06
H 3.67 3.08 5.31 0.07
C -1.23 4.82 0.01 -0.12
O -2.54 5.23 -0.15 -0.20
C -2.65 6.64 -0.24 -0.21
C -4.06 7.10 -0.55 -0.40
C -3.99 8.63 -0.89 -0.08
N -5.14 7.02 0.52 0.03
H -0.54 5.12 -0.77 0.09
H -1.15 3.74 0.05 0.08
H -0.89 5.11 0.99 0.09
H -2.37 7.18 0.67 0.13
H -1.92 7.03 -0.99 0.13
H -4.45 6.54 -1.42 0.14
H -3.33 8.71 -1.75 0.06
H -3.58 9.33 -0.13 0.09
H -5.00 8.98 -1.13 0.07
H -5.19 6.06 0.83 0.04
H -4.87 7.55 1.38 0.08
C 6.58 -2.59 -4.39 -0.08
O 5.58 -2.51 -3.36 -0.21
C 6.16 -2.83 -2.11 -0.22
C 5.06 -2.64 -1.04 -0.43
C 4.59 -1.22 -0.94 -0.07
N 5.57 -3.10 0.29 0.05
H 7.30 -1.77 -4.24 0.09
H 6.08 -2.50 -5.33 0.06
H 7.14 -3.57 -4.47 0.11
H 6.42 -3.87 -1.99 0.12
H 7.06 -2.25 -1.82 0.14
H 4.21 -3.29 -1.36 0.13
H 3.76 -1.00 -0.21 0.07
H 4.24 -0.95 -1.96 0.07
H 5.44 -0.53 -0.72 0.10
H 4.92 -2.77 0.97 0.05
H 5.63 -4.07 0.44 0.05
C -0.56 -5.04 1.66 -0.11
O -1.15 -4.10 2.55 -0.21
C -0.24 -3.63 3.57 -0.19
C -0.47 -4.37 4.90 -0.44
C -1.69 -3.89 5.65 -0.06
N 0.70 -4.02 5.72 0.02
H 0.41 -4.76 1.30 0.08
H -1.18 -5.09 0.79 0.07
H -0.47 -6.06 2.03 0.09
H 0.82 -3.66 3.35 0.11
H -0.48 -2.56 3.71 0.11
H -0.41 -5.45 4.61 0.15
H -1.73 -4.36 6.64 0.08
H -2.58 -4.18 5.05 0.09
H -1.69 -2.81 5.81 0.08
H 0.49 -4.11 6.70 0.06
H 1.57 -4.50 5.47 0.08
C 0.33 -4.36 -2.45 -0.11
O 1.71 -4.20 -2.50 -0.18
C 2.28 -4.25 -3.75 -0.25
C 2.05 -3.07 -4.62 -0.45
C 2.87 -3.18 -5.87 -0.06
N 2.37 -1.79 -4.01 0.07
H -0.05 -4.93 -3.30 0.09
H -0.23 -3.39 -2.37 0.08
H 0.12 -4.91 -1.53 0.08
H 3.34 -4.45 -3.57 0.13
H 1.92 -5.17 -4.24 0.13
H 1.01 -3.07 -4.96 0.14
H 2.74 -2.29 -6.53 0.10
H 2.64 -4.10 -6.44 0.09
H 3.93 -3.31 -5.61 0.07
H 3.39 -1.71 -3.86 0.08
H 1.90 -1.77 -3.10 0.08
C 3.07 3.76 -1.80 -0.05
C 3.38 4.43 -0.46 -0.49
C 4.13 5.78 -0.56 -0.05
O 2.10 4.62 0.13 -0.07
H 2.90 2.69 -1.64 0.06
H 3.95 3.77 -2.43 0.07
H 2.23 4.25 -2.28 0.08
H 3.97 3.71 0.15 0.13
H 3.42 6.54 -0.97 0.09
H 4.89 5.59 -1.33 0.07
H 4.60 6.00 0.42 0.09
H 2.12 5.15 0.91 0.08
C -4.52 1.87 -1.42 -0.06
C -5.51 2.87 -0.85 -0.48
C -6.64 2.26 -0.07 -0.06
O -4.83 3.76 0.06 -0.08
H -3.68 2.34 -1.99 0.08
H -5.03 1.22 -2.14 0.08
H -4.10 1.16 -0.73 0.06
H -5.95 3.35 -1.73 0.13
H -6.35 1.65 0.76 0.07
H -7.27 1.70 -0.72 0.07
H -7.16 3.12 0.36 0.09
H -3.92 4.03 -0.27 0.07
C -3.26 -4.85 -3.55 -0.04
C -3.84 -3.54 -2.87 -0.48
C -2.91 -2.51 -2.23 -0.06
O -4.58 -2.87 -3.82 -0.04
H -2.49 -5.33 -2.89 0.07
H -2.87 -4.62 -4.55 0.08
H -4.05 -5.56 -3.65 0.06
H -4.58 -3.88 -2.14 0.13
H -2.41 -2.92 -1.35 0.06
H -3.52 -1.66 -1.91 0.08
H -2.20 -2.07 -2.95 0.05
H -4.06 -2.21 -4.25 0.07
C -0.45 2.41 -4.73 -0.07
C 0.07 1.15 -4.11 -0.53
C -1.03 0.06 -4.04 -0.05
O 1.13 0.78 -4.92 -0.06
H -1.21 2.92 -4.12 0.08
H -0.91 2.20 -5.73 0.10
H 0.43 3.04 -4.93 0.08
H 0.39 1.30 -3.07 0.12
H -0.82 -0.89 -3.51 0.04
H -1.16 -0.23 -5.07 0.08
H -1.95 0.48 -3.63 0.08
H 1.59 0.00 -4.55 0.04
C 0.85 1.11 -0.04 -0.04
C 0.03 -0.11 -0.40 -0.44
C 0.30 -1.39 0.42 -0.02
O -1.34 0.27 -0.23 -0.07
H 1.91 0.94 -0.18 0.07
H 0.56 1.54 0.92 0.05
H 0.55 1.95 -0.71 0.08
H 0.15 -0.36 -1.44 0.10
H 0.27 -1.22 1.50 0.07
H 1.31 -1.74 0.21 0.07
H -0.36 -2.23 0.27 0.06
H -1.44 0.18 0.72 0.03

[2]
65
Properties=species:S:1:pos:R:3:nbo_charge:R:1 method="wB97M-V/def2-TZVPD" e_homo_ev="-14.9 / -14.9" e_tot_ha=-4493.8970 charge=+2 multiplicity=2 e_above_lowest_kcal_mol=6.0 homo_lumo_gap_ha="0.3035 / 0.2915"
Fe 0.16 -0.07 -0.07 1.28
N 1.13 0.39 3.76 -0.46
C -0.23 0.47 3.99 -0.03
C -0.84 0.29 2.79 -0.04
N 0.12 0.09 1.84 -0.42
C 1.30 0.16 2.45 0.33
C 2.42 -0.04 1.58 0.33
N 2.09 -0.28 0.33 -0.42
C 3.25 -0.43 -0.38 -0.07
C 4.30 -0.28 0.48 -0.03
N 3.76 -0.03 1.72 -0.46
H 1.84 0.47 4.46 0.45
H -0.63 0.66 4.97 0.26
H -1.89 0.29 2.56 0.25
H 3.26 -0.61 -1.44 0.25
H 5.36 -0.32 0.31 0.26
H 4.29 0.15 2.56 0.45
F 1.80 -0.69 -4.64 -0.29
C 1.90 0.56 -4.21 0.76
F 3.04 0.70 -3.53 -0.31
F 1.88 1.40 -5.22 -0.27
S 0.48 0.89 -3.10 2.26
O 0.69 -0.10 -2.01 -0.97
O -0.71 0.70 -3.87 -0.88
N 0.71 2.36 -2.65 -1.21
S 0.68 2.91 -1.18 2.27
O -0.24 3.96 -0.99 -0.85
O 0.65 1.82 -0.19 -0.95
C 2.37 3.61 -0.96 0.75
F 2.61 4.48 -1.91 -0.27
F 2.43 4.17 0.23 -0.29
F 3.26 2.61 -1.02 -0.31
C 3.51 -4.63 -0.14 -0.62
C 2.47 -5.74 -0.02 -0.23
C 2.19 -6.10 1.43 -0.61
C 1.20 -5.39 -0.80 -0.21
N 0.64 -4.07 -0.43 -0.15
C 0.82 -2.90 -1.02 0.23
N 0.22 -1.99 -0.29 -0.32
N -0.32 -2.64 0.78 -0.04
N -0.06 -3.89 0.70 0.01
H 4.43 -4.93 0.37 0.24
H 3.17 -3.71 0.34 0.18
H 3.77 -4.41 -1.18 0.21
H 2.85 -6.63 -0.53 0.24
H 1.73 -5.26 1.98 0.21
H 3.11 -6.36 1.94 0.23
H 1.51 -6.95 1.51 0.23
H 0.41 -6.12 -0.63 0.25
H 1.40 -5.33 -1.87 0.23
H 1.33 -2.74 -1.95 0.26
C -3.07 1.97 -1.90 -1.01
P -2.93 0.34 -1.19 1.96
C -4.30 0.12 -0.07 -1.01
C -3.05 -0.94 -2.44 -1.02
O -1.63 0.19 -0.37 -1.08
H -3.72 1.93 -2.78 0.28
H -2.11 2.35 -2.22 0.27
H -3.50 2.65 -1.17 0.27
H -5.24 0.19 -0.63 0.28
H -4.28 0.89 0.70 0.27
H -4.24 -0.87 0.39 0.27
H -3.70 -0.61 -3.26 0.28
H -3.47 -1.84 -1.99 0.26
H -2.07 -1.14 -2.85 0.27